Computed, not measured: a structure of composition C39H40As2F2N3OPSY in a non-equilibrium geometry, with ωB97M-V/def2-TZVPD.

Geometry as ORCA input:
```
! RIJCOSX wB97M-V def2-TZVPD def2/J DEFGRID3
* xyz 1 1
H 3.255 -2.713 -3.722
H -0.183 -6.708 -1.746
C 0.295 3.705 2.600
C -1.774 4.851 2.143
H 2.622 4.330 0.256
C 0.876 -3.481 3.795
H -2.572 3.339 -1.750
H -4.846 -2.694 -0.217
H -0.028 0.623 -6.523
F 2.977 0.465 0.193
H -2.541 5.173 1.449
H 5.095 -2.586 0.133
N -1.868 -0.976 -2.693
H 3.952 3.695 1.226
H -5.398 -1.073 -0.708
C -3.368 -2.580 -2.427
C 2.591 1.320 -0.924
C -0.142 0.700 -5.453
C -0.610 -3.690 -0.285
As 1.774 2.597 1.961
H 3.050 3.285 4.087
C 0.668 -2.361 4.588
H -2.345 -3.097 0.825
C -4.534 -1.670 -0.406
C -1.937 -6.100 -0.680
Y 0.414 0.888 -0.071
H 0.908 -4.273 1.802
H -2.705 4.865 -0.843
C 1.934 -2.475 -2.059
H 0.880 3.701 4.663
C 2.971 -2.406 0.116
C -0.910 -0.218 -4.768
C 0.269 1.782 -3.375
S -2.471 0.592 -0.510
H 3.566 1.595 -1.363
H -0.103 5.330 -1.992
C 1.828 -2.366 -0.671
H 0.728 2.574 -2.785
C 0.145 4.036 3.942
H 3.748 1.834 3.337
C 0.305 -1.160 4.005
C -1.884 -3.886 0.242
P 0.162 -2.046 0.002
C -0.667 -5.914 -1.196
N -3.532 -1.659 -1.431
C -2.542 -5.087 0.046
C 0.163 -1.072 2.619
H -3.137 3.309 -0.074
H 1.048 2.479 -5.240
H 2.274 1.687 4.306
H 0.782 -2.430 5.659
H -3.526 -5.241 0.461
C -0.690 4.108 1.692
C 4.210 -2.565 -0.483
C 0.454 1.732 -4.743
C 2.922 4.051 1.268
As -0.591 3.564 -0.183
C -2.345 -2.175 -3.205
C 3.173 -2.636 -2.648
C -0.943 4.767 4.383
C 0.741 -3.402 2.419
N -0.442 0.885 -2.689
H -0.525 6.107 -0.446
H 5.281 -2.798 -2.318
C -2.601 -0.686 -1.566
H 1.040 -2.424 -2.673
H 2.887 -2.293 1.188
C -1.909 5.175 3.482
H -1.424 -1.000 -5.301
H -4.116 -1.226 0.498
H 0.988 -4.590 -1.418
H -3.985 -3.453 -2.498
O -0.823 1.068 2.624
C 0.405 -2.195 1.818
H -2.448 -7.039 -0.832
H 1.100 5.448 -0.695
C -0.004 -4.713 -1.010
H -2.762 5.744 3.817
C 4.312 -2.679 -1.859
H 1.138 -4.421 4.255
F 2.103 0.305 -1.861
H 2.869 4.924 1.922
H -1.901 -2.659 -4.048
H 0.114 -0.280 4.606
C -1.033 -0.090 -3.382
H -1.048 4.997 5.434
C -2.455 3.805 -0.767
C 2.815 2.331 3.612
C 0.045 5.299 -0.910
C -0.208 0.222 1.968
*
```

electronic energy: -7198.61064 hartree
energy relative to the best compared isomer or geometry (same formula, charge and spin): 97.3 kJ/mol
frontier orbital gap: 7.3758 eV
HOMO: -9.67 eV
strongest force on any atom: 0.051 Eh/bohr